# 1
Here is a molecular structure, C38H39N2O11P2RuSSi from the Open Molecules 2025 dataset. Energies are from ωB97M-V/def2-TZVPD.

```
95
Properties=species:S:1:pos:R:3:forces:R:3:lowdin_spin:R:1
Ru -1.0023 -0.5987 0.5600 -6.94 -0.92 -1.91 3.282
C 1.2210 4.9509 6.3126 0.15 0.15 0.05 0.000
C 0.4733 3.8568 5.6122 0.09 -0.36 -0.18 0.001
C 1.0025 3.2388 4.4693 -0.83 -0.06 0.87 0.001
C 0.2984 2.2190 3.8259 -0.89 6.20 3.18 0.003
C -0.9401 1.8202 4.3288 -0.13 0.23 -0.69 0.007
C -1.4818 2.4230 5.4646 0.36 0.05 -0.04 0.002
C -0.7735 3.4413 6.1036 0.23 -0.36 -0.48 0.001
S -1.8507 0.4952 3.4784 -0.90 -0.62 3.69 0.026
O -3.1766 0.5613 4.0985 0.58 0.12 -1.16 0.014
O -1.0616 -0.6671 3.8896 -0.54 2.05 -0.21 0.004
N -1.8083 0.7969 1.9117 -1.62 -0.47 2.01 0.098
C -2.4545 1.8077 1.2676 -1.77 2.23 -0.03 0.052
C -3.1428 2.8603 1.9073 -0.05 0.21 0.33 0.060
C -3.7681 3.8795 1.1904 0.27 -0.39 -0.05 0.036
C -3.7280 3.8702 -0.1950 -0.09 0.13 0.64 0.068
C -3.0680 2.8329 -0.8639 -0.31 0.57 0.33 0.026
C -3.0280 2.7983 -2.2652 -0.19 0.28 -0.97 0.246
C -2.3784 1.7580 -2.9134 -0.20 -0.40 0.73 0.064
C -1.7892 0.7857 -2.1323 -0.48 0.04 1.56 0.167
N -1.8043 0.7899 -0.7846 -0.45 1.49 -0.08 0.266
C -2.4306 1.7948 -0.1381 -0.58 1.14 0.33 0.040
H 2.1830 5.1533 5.8305 -0.14 -0.04 0.04 0.000
H 1.4200 4.6669 7.3510 -0.03 0.17 -0.03 0.000
H 0.6360 5.8761 6.2983 0.11 -0.03 0.14 0.000
H 1.9661 3.5423 4.0699 -0.04 0.17 0.05 0.000
H 0.7060 1.7340 2.9433 -0.60 8.23 3.66 0.001
H -2.4435 2.0954 5.8487 0.09 0.02 -0.22 0.000
H -1.2004 3.9046 6.9887 0.10 0.04 -0.05 0.000
H -3.2122 2.8984 2.9922 0.10 -0.21 -0.20 0.004
H -4.2863 4.6695 1.7244 0.04 -0.05 0.00 0.002
H -4.2190 4.6660 -0.7455 0.07 -0.11 -0.17 0.002
H -3.5055 3.5778 -2.8507 -0.03 0.05 0.17 0.017
H -2.3355 1.7049 -3.9935 -0.42 0.35 1.04 -0.002
H -1.2687 -0.0565 -2.5763 -0.99 1.61 4.40 0.009
O 0.4657 -3.0144 1.4727 -0.44 -0.68 -0.31 0.012
P -1.0803 -3.2270 1.8798 0.88 -3.32 3.71 0.012
O -0.9538 -4.2364 2.9976 -0.92 1.06 -1.19 0.009
O -1.7491 -1.8917 2.0865 -0.12 -1.97 -0.79 0.107
O -1.6472 -3.9374 0.5639 -0.32 -0.05 0.79 -0.002
P -2.5148 -3.0902 -0.4936 -4.72 -1.97 -1.98 0.010
O -3.6602 -2.5229 0.4979 0.21 0.25 -0.12 -0.040
O -3.1709 -4.0328 -1.4779 1.19 1.49 1.37 0.010
O -1.7458 -1.8861 -0.9609 0.02 -0.53 -0.52 0.121
H 0.8704 -3.8204 1.8300 0.05 0.19 -0.05 0.001
H -3.1268 -1.9460 1.1135 -1.07 -0.82 0.19 -0.011
C 2.6939 0.1595 1.2848 -0.03 1.35 2.03 0.002
C 1.7867 1.3549 1.4250 0.44 0.42 -0.34 0.001
C 0.6486 0.7879 2.2454 2.24 -6.46 -3.89 0.013
O 0.5369 -0.5987 1.8944 2.74 0.31 0.04 0.124
C 1.6989 -0.9714 1.1400 3.34 -1.51 2.12 0.011
H 3.2785 0.0282 2.2031 0.11 0.10 -0.01 0.000
H 3.3878 0.2288 0.4431 -0.12 2.17 1.87 0.001
H 1.4204 1.6600 0.4376 -0.07 0.03 0.15 0.000
H 2.2643 2.2182 1.8956 -0.05 -0.02 -0.06 0.000
H -0.3013 1.2949 2.0544 1.17 -0.71 -0.16 0.003
H 0.8662 0.8444 3.3173 1.08 -5.16 -0.91 0.002
H 1.3925 -1.0986 0.0962 1.42 -0.50 2.01 0.004
H 2.0884 -1.9245 1.5085 0.21 0.72 0.35 0.001
O 0.4419 -0.5987 -0.6921 1.06 0.76 -6.60 0.183
Si 1.0408 -1.1992 -2.1122 -0.94 -0.56 -0.39 0.035
C 2.9082 -1.5309 -2.0382 0.46 0.24 0.22 0.007
C 3.6352 -1.1767 -0.8827 0.37 -1.23 -1.43 0.000
C 5.0072 -1.4229 -0.7938 -0.19 -0.07 -0.29 0.000
C 5.6790 -2.0244 -1.8544 -0.01 0.05 0.07 0.000
C 4.9815 -2.3835 -3.0049 -0.28 0.09 0.11 0.000
C 3.6080 -2.1431 -3.0979 0.14 0.16 0.26 0.001
C 0.3069 -2.9033 -2.5423 0.00 -0.20 -0.25 0.004
C -0.0930 -3.7665 -1.5009 1.14 -0.46 -0.80 0.000
C -0.6170 -5.0313 -1.7777 0.58 0.04 -0.19 0.000
C -0.7555 -5.4561 -3.0962 0.24 0.17 -0.11 0.000
C -0.3716 -4.6185 -4.1404 0.02 -0.05 0.27 0.001
C 0.1568 -3.3533 -3.8697 0.00 -0.05 0.48 0.001
C 0.6931 -0.0644 -3.5864 0.22 0.24 -0.36 0.014
C 1.7121 0.6408 -4.2572 -0.50 0.06 -0.05 0.001
C 1.4176 1.4727 -5.3417 -0.01 -0.02 0.13 0.008
C 0.1022 1.6263 -5.7708 0.02 -0.01 0.19 0.000
C -0.9240 0.9558 -5.1130 0.91 -0.52 -0.68 0.010
C -0.6349 0.1230 -4.0290 1.68 -0.92 -3.60 0.007
H 3.1345 -0.7098 -0.0323 0.65 -2.57 -2.85 0.000
H 5.5492 -1.1481 0.1079 -0.02 -0.01 -0.03 0.000
H 6.7461 -2.2179 -1.7818 -0.08 0.00 -0.03 0.000
H 5.5071 -2.8575 -3.8303 -0.08 0.05 0.08 0.000
H 3.0969 -2.4444 -4.0113 -0.07 0.07 0.19 0.000
H -0.0009 -3.4591 -0.4577 0.54 -0.21 -1.15 0.000
H -0.9175 -5.6834 -0.9614 -0.01 0.20 -0.18 0.000
H -1.1646 -6.4402 -3.3094 -0.01 0.13 0.02 0.000
H -0.4840 -4.9513 -5.1695 -0.01 0.06 0.08 0.000
H 0.4459 -2.7296 -4.7147 -0.05 0.08 0.18 0.000
H 2.7531 0.5687 -3.9435 -0.21 -0.17 0.06 0.000
H 2.2175 2.0099 -5.8456 -0.07 -0.07 0.06 0.001
H -0.1243 2.2792 -6.6098 0.02 -0.05 0.07 0.000
H -1.9540 1.0869 -5.4364 0.38 -0.31 -0.35 0.001
H -1.4660 -0.3743 -3.5269 0.48 -1.34 -3.87 0.005
H -2.8300 -0.5987 0.5600 2.40 0.49 -0.30 -0.171
```
Positions in Å, forces in eV/Å.

Calculated values
Charge: -2
2S+1: 6
HOMO (alpha / beta) in eV: 0.155 / -2.259

# 2
Here is a molecular structure, C50H34I4N5Ru from the Open Molecules 2025 dataset. Energies are from ωB97M-V/def2-TZVPD.

```
94
Properties=species:S:1:pos:R:3:forces:R:3:lowdin_spin:R:1
Ru -0.1068 -0.5316 0.2896 0.03 0.17 -0.38 0.690
I -0.4454 3.0252 9.4495 0.01 0.01 0.05 0.000
C -0.3106 2.2885 7.4938 -0.01 -0.01 -0.02 0.000
C 0.6130 2.8369 6.6209 0.00 -0.02 -0.06 0.000
C 0.6822 2.3549 5.3196 -0.01 0.12 0.02 0.001
C -0.1534 1.3313 4.8792 0.00 -0.09 -0.08 0.000
C -1.0718 0.8021 5.7849 -0.03 -0.15 0.08 0.000
C -1.1568 1.2681 7.0887 0.04 0.00 -0.07 0.000
C -0.1208 0.8428 3.4745 -0.02 0.00 0.17 0.001
C -1.3670 0.8554 2.7836 -0.13 0.11 -0.03 -0.001
C -2.5435 1.5782 3.0866 0.08 -0.01 0.01 -0.002
C -3.3158 1.5978 1.9267 0.06 -0.09 -0.08 -0.001
C -2.5817 0.8835 0.9489 -0.19 0.13 -0.03 -0.002
C -2.5631 0.7222 -0.5621 -0.07 -0.09 0.01 0.002
C -3.6925 1.4115 -1.3174 0.07 -0.01 0.03 -0.001
C -3.5587 1.6714 -2.6810 0.02 0.07 -0.03 0.001
C -4.5885 2.2143 -3.4302 0.01 -0.01 0.04 0.000
C -5.7997 2.4836 -2.8100 -0.01 0.00 0.00 0.000
I -7.3604 3.3432 -3.9166 -0.03 0.00 -0.02 0.000
C -5.9947 2.1797 -1.4768 0.07 -0.04 -0.02 0.000
C -4.9412 1.6328 -0.7480 -0.07 0.03 0.04 0.000
C -2.6469 -0.7404 -1.0134 -0.13 0.08 -0.22 0.002
N -1.4959 -1.3845 -0.9120 0.04 -0.01 0.16 -0.002
C -1.4899 -2.4604 -1.7419 -0.02 0.06 -0.11 -0.001
C -0.2376 -2.9537 -2.2193 -0.25 -0.02 -0.12 0.006
C -0.3310 -3.9587 -3.3133 0.02 0.01 0.13 0.001
C 0.2028 -3.7271 -4.5786 -0.02 0.03 -0.08 0.001
C 0.0767 -4.6615 -5.5986 -0.01 0.05 0.03 0.000
C -0.6038 -5.8418 -5.3514 0.02 0.00 0.01 0.001
I -0.7876 -7.2657 -6.8770 -0.01 -0.02 -0.03 0.000
C -1.1630 -6.0953 -4.1094 0.03 0.07 0.02 0.000
C -1.0258 -5.1479 -3.1045 -0.01 -0.16 0.08 0.001
C 0.9937 -2.4577 -1.8616 0.29 -0.11 0.02 0.000
C 2.2670 -2.8589 -2.4256 -0.17 -0.03 0.09 -0.001
C 3.2338 -2.1602 -1.7981 0.07 0.11 0.07 -0.001
C 2.5920 -1.3550 -0.7615 -0.03 -0.01 -0.16 0.001
N 1.2584 -1.5079 -0.8699 0.00 0.14 -0.02 0.035
C 3.2462 -0.6135 0.2482 0.11 -0.06 0.13 0.015
C 2.6113 -0.0855 1.4048 0.12 0.13 0.00 0.001
C 3.2943 0.1036 2.6789 0.07 0.03 -0.08 0.002
C 2.3644 0.4484 3.5908 -0.14 0.04 -0.04 -0.001
C 1.0886 0.5235 2.9076 0.18 0.03 0.01 0.003
N 1.3086 0.1909 1.5615 0.05 -0.34 0.17 0.031
C 4.7202 -0.4748 0.2248 -0.01 -0.04 -0.03 0.003
C 5.6032 -1.5456 0.0483 0.05 -0.10 0.09 0.003
C 6.9809 -1.3715 0.0262 -0.08 0.00 0.00 0.000
C 7.5067 -0.1037 0.2063 -0.01 0.03 0.01 0.003
I 9.5829 0.1757 0.1682 0.03 0.00 0.00 0.000
C 6.6708 0.9815 0.4196 -0.04 -0.03 0.01 0.000
C 5.2985 0.7858 0.4246 0.01 0.07 -0.08 0.003
C -2.7777 -2.5490 -2.3340 0.00 0.00 0.01 0.002
C -3.5119 -1.4573 -1.8722 0.05 0.00 0.11 0.001
N -1.4580 0.4269 1.4952 0.09 0.01 0.01 -0.001
H 1.2638 3.6402 6.9387 0.00 0.00 0.01 0.000
H 1.3811 2.7979 4.6221 0.00 0.00 -0.01 0.000
H -1.7157 -0.0049 5.4586 -0.02 0.03 -0.02 0.000
H -1.8702 0.8355 7.7768 0.00 0.00 0.00 0.000
H -2.7704 2.0847 4.0121 0.02 -0.02 0.03 0.000
H -4.2556 2.1125 1.8155 0.05 0.02 0.02 0.000
H -2.6252 1.4287 -3.1685 0.05 0.02 0.00 0.000
H -4.4514 2.4124 -4.4848 0.00 0.02 0.00 0.000
H -6.9534 2.3490 -1.0054 -0.01 0.01 0.01 0.000
H -5.1151 1.3459 0.2785 -0.01 0.01 -0.06 0.000
H 0.7064 -2.7883 -4.7706 0.01 -0.01 0.00 0.000
H 0.4901 -4.4574 -6.5772 0.01 -0.01 0.00 0.000
H -1.6970 -7.0167 -3.9215 0.00 -0.01 0.00 0.000
H -1.4540 -5.3356 -2.1276 -0.01 0.02 0.00 0.000
H 2.4156 -3.6114 -3.1823 -0.04 0.02 -0.07 0.000
H 4.2874 -2.2102 -2.0138 0.02 0.03 0.05 0.000
H 4.3395 -0.0928 2.8599 0.00 0.03 -0.02 0.000
H 2.5178 0.5842 4.6489 -0.01 0.03 0.02 0.000
H 5.2052 -2.5488 -0.0256 -0.02 0.01 -0.05 0.000
H 7.6336 -2.2235 -0.1103 0.00 -0.01 0.01 0.000
H 7.0798 1.9718 0.5693 0.00 0.01 0.00 0.000
H 4.6412 1.6343 0.5728 0.01 0.00 0.00 0.000
H -3.1103 -3.2848 -3.0497 0.03 -0.02 -0.03 0.000
H -4.5224 -1.1921 -2.1442 0.02 0.02 -0.03 0.000
N -0.3964 -3.0988 2.1913 -0.01 -0.06 0.05 0.025
C -0.2855 -2.1705 1.5052 -0.03 -0.19 0.18 0.035
C 0.9985 2.3547 -1.3584 0.02 -0.03 0.00 0.011
C -0.4372 2.4744 -0.8237 -0.03 -0.03 -0.01 0.019
C -1.1497 3.5326 -1.6824 -0.01 -0.01 0.01 0.008
C -0.3530 3.0384 0.5976 0.00 -0.02 0.03 0.001
C -1.0427 1.0510 -0.9468 -0.09 0.08 0.10 0.092
H 1.5352 3.3014 -1.2319 -0.01 0.01 -0.02 0.000
H 0.9983 2.1020 -2.4232 0.00 -0.03 0.01 0.000
H 1.5468 1.5712 -0.8299 0.01 0.03 0.02 0.005
H -0.6183 4.4884 -1.6043 0.00 -0.01 -0.01 0.002
H -2.1763 3.6992 -1.3547 -0.04 -0.01 0.01 0.000
H -1.1671 3.2478 -2.7370 -0.03 -0.02 -0.03 0.000
H 0.1796 3.9966 0.5675 -0.03 0.02 0.00 0.000
H 0.1985 2.3695 1.2528 0.03 0.02 -0.01 0.000
H -1.3386 3.2125 1.0330 -0.02 -0.04 0.02 0.000
H -0.9077 0.7486 -1.9945 0.01 -0.02 0.00 0.006
```
Positions in Å, forces in eV/Å.

Calculated values
Charge: -2
2S+1: 2
HOMO (alpha / beta) in eV: -0.969 / -1.221

# 3
Here is a molecular structure, C20H31O5RhS from the Open Molecules 2025 dataset. Energies are from ωB97M-V/def2-TZVPD.

```
58
Properties=species:S:1:pos:R:3:forces:R:3:lowdin_spin:R:1
O -1.1955 1.1378 -1.3567 1.01 0.66 -2.12 0.065
C -0.7864 0.8911 -2.7883 0.05 -0.43 0.53 0.008
C -0.9523 2.3522 -3.1966 0.06 -0.38 0.43 0.002
H -1.5252 0.2032 -3.2099 0.51 -0.07 -0.13 0.002
H 0.2563 0.5486 -2.8472 -0.55 -0.32 0.15 0.000
C -1.4019 2.5432 -1.7255 -0.49 1.06 -0.86 0.005
H -1.7691 2.5318 -3.9009 0.33 -0.02 0.05 0.000
H -0.0587 2.8864 -3.5237 0.01 -0.20 0.19 0.000
C -2.8702 2.8826 -1.8609 -0.55 0.08 0.13 0.005
H -3.3131 2.1241 -2.5253 -0.09 0.21 0.36 0.001
H -2.9822 3.8529 -2.3735 0.13 -0.28 0.26 0.000
H -3.4330 2.9148 -0.9335 -0.03 0.00 0.16 0.001
C -0.5487 3.4774 -0.9071 0.20 0.25 0.44 0.001
H 0.5160 3.3358 -1.1371 -0.26 -0.04 0.05 0.000
H -0.6792 3.2993 0.1680 -0.04 0.01 -0.17 0.000
H -0.7849 4.5353 -1.1006 -0.06 -0.37 -0.07 0.000
Rh -2.3152 -0.3640 0.0243 4.11 -3.27 -9.02 1.990
C 0.7676 -1.8876 3.7128 1.02 2.10 0.49 0.278
C 1.3321 -2.8689 2.8170 2.75 0.48 -1.25 0.199
C 2.5000 -2.3013 2.2417 -1.55 -1.61 0.47 0.053
H 0.9746 -3.8723 2.6294 -0.05 0.31 0.09 0.006
C 2.6721 -0.9935 2.7673 -0.57 -0.26 1.34 0.343
C 1.6163 -0.7423 3.6948 -0.96 -0.97 -0.19 0.041
H 1.5249 0.1902 4.2408 -0.22 -0.28 0.07 -0.004
H -0.1305 -2.0014 4.3182 0.28 -0.03 -0.18 0.012
H 3.1317 -2.7415 1.4725 -0.18 -0.03 0.32 -0.002
H 3.5039 -0.3235 2.6087 -0.02 -0.15 -0.07 0.014
C -2.2591 -0.9038 1.9894 -0.16 0.05 3.21 0.174
C -1.7373 0.4163 1.8037 -0.04 1.00 2.11 0.148
C -2.7807 1.2035 1.2028 -0.44 2.07 2.00 0.163
H -0.7386 0.7565 2.0785 -0.36 -0.18 -0.08 0.013
C -3.9183 0.3607 0.9711 -1.63 1.11 1.01 0.114
C -3.5834 -0.9492 1.4686 -1.56 -0.71 1.79 0.117
H -4.2273 -1.8234 1.4544 0.18 0.22 -0.04 0.016
H -1.7272 -1.6876 2.5184 -0.15 0.01 -0.61 0.016
H -2.7027 2.2714 1.0012 -0.06 -0.46 -0.07 0.018
H -4.8357 0.6707 0.4616 0.35 -0.26 0.40 0.021
O 2.4406 -0.1904 0.5412 -1.33 1.30 -1.43 0.034
C 2.3306 1.2794 0.4058 0.44 -0.64 -0.54 0.003
C 3.4988 1.4602 -0.5621 0.20 -0.60 -0.41 0.000
H 2.4711 1.8308 1.3617 -0.08 -0.89 -0.38 0.000
H 1.3527 1.6059 -0.0469 0.69 -0.63 0.42 0.000
C 3.2159 0.3650 -1.6446 -0.07 0.15 0.22 0.001
H 4.3902 1.1062 -0.0024 -0.35 0.57 -0.35 0.000
H 3.6703 2.4508 -0.9748 -0.05 0.13 0.03 0.000
C 2.3826 -0.6589 -0.8465 -0.31 0.03 0.20 0.004
H 4.1494 -0.0916 -2.0007 -0.28 0.29 -0.06 0.000
H 2.6157 0.7055 -2.5122 0.52 0.14 0.39 0.000
H 2.8099 -1.6805 -0.9374 -0.33 0.61 0.51 0.000
H 1.3204 -0.6923 -1.2096 0.87 -0.02 0.59 0.000
C 0.4101 -4.1935 -0.8166 -0.14 -0.08 -0.23 0.002
S -0.9448 -3.2333 -0.1583 -0.33 0.66 0.62 0.010
O -2.2102 -3.6912 -0.7131 0.67 0.04 0.04 0.011
O -0.8232 -3.3510 1.2970 -0.29 -0.09 -1.26 0.017
O -0.6448 -1.8035 -0.6266 -0.60 -0.75 0.29 0.094
H 0.3633 -5.2124 -0.4027 -0.11 0.47 -0.09 0.000
H 1.3311 -3.6971 -0.4996 -0.15 -0.10 -0.05 0.000
H 0.3311 -4.2333 -1.9098 0.05 0.08 0.30 0.000
```
Positions in Å, forces in eV/Å.

Calculated values
Charge: 0
2S+1: 5
HOMO (alpha / beta) in eV: -6.993 / -7.211

In hartree, the E_tot values for the records above are, in order, -3873.5521, -3485.3055, -1665.2902.
In eV/A, the maximum force values for the records above are, in order, 9.027, 0.415, 10.436.